Entry 1:
Formula: C4H7F
Source: the OMol25 dataset
Level of theory: the ωB97M-V functional and the def2-TZVPD basis

Last column: natural (NBO) charge in e.
CARTESIAN COORDINATES (ANGSTROEM)
C (-0.4217, -1.1012, -1.0971)  -0.46
C (0.2431, -0.1772, -0.4021)  0.03
C (0.7177, 0.3586, 0.8880)  -0.46
C (1.1762, 1.0303, -0.3976)  -0.45
H (-0.4814, -1.1883, -2.2006)  0.22
H (-0.8294, -1.9637, -0.5125)  0.19
H (1.3012, -0.2990, 1.4894)  0.23
H (-0.0909, 0.8909, 1.3311)  0.24
H (0.7667, 2.1047, -0.5651)  0.23
H (2.1019, 0.8574, -0.8485)  0.22
F (-2.3698, -0.0254, 1.5666)  -0.57
H (-2.1136, -0.4871, 0.7484)  0.57

Values from the calculation:
- HOMO-LUMO gap: 11.05 eV
- Charge: 0
- M: 74.098 g mol⁻¹
- SMILES string: C=C1CC1.F
- E_tot: -256.38619 Eh
- LUMO: 0.99 eV
- Energy relative to the best compared isomer or geometry (same formula, charge and spin): 151.4 kJ/mol

Entry 2:
Formula: C28H19AuF5N3O3S4Se
Source: the OMol25 dataset
Level of theory: the ωB97M-V functional and the def2-TZVPD basis

Last column: natural (NBO) charge in e.
CARTESIAN COORDINATES (ANGSTROEM)
Au (-0.3034, 1.8664, 0.3791)  1.21
O (3.4812, 0.5078, -0.2254)  -0.59
C (2.2907, 0.7114, -0.3429)  0.74
O (1.7071, 1.8613, -0.1054)  -0.70
C (1.4182, -0.4476, -0.8271)  0.12
C (2.0260, -1.6248, -1.3182)  -0.23
C (1.2256, -2.6426, -1.7304)  -0.14
C (-0.1832, -2.5102, -1.6651)  -0.10
C (-1.0811, -3.5278, -2.0717)  -0.17
C (-2.4289, -3.3231, -2.0174)  -0.21
C (-2.9482, -2.0914, -1.5535)  -0.20
C (-2.1061, -1.0990, -1.1386)  -0.21
C (-0.7045, -1.2922, -1.1800)  0.23
N (0.1291, -0.2906, -0.7638)  -0.50
H (3.1060, -1.6734, -1.3468)  0.26
H (1.6554, -3.5637, -2.1116)  0.22
H (-0.6832, -4.4707, -2.4313)  0.22
H (-3.1119, -4.1029, -2.3377)  0.22
H (-4.0222, -1.9390, -1.5370)  0.21
H (-2.4712, -0.1384, -0.7971)  0.20
F (1.4771, 4.6219, -6.2880)  -0.28
C (0.7737, 4.2546, -5.2250)  0.27
C (-0.2776, 5.0339, -4.7914)  0.26
F (-0.5930, 6.1452, -5.4533)  -0.28
C (-0.9933, 4.6509, -3.6768)  0.33
F (-2.0055, 5.4288, -3.2793)  -0.30
C (-0.6965, 3.4883, -2.9777)  -0.32
Se (-1.7187, 3.0342, -1.4378)  -0.10
C (0.3447, 2.7102, -3.4598)  0.32
F (0.6436, 1.5555, -2.8764)  -0.30
C (1.0822, 3.0875, -4.5634)  0.31
F (2.0754, 2.3230, -5.0063)  -0.29
S (5.5618, 0.1569, 3.4087)  -0.11
C (3.9682, -0.1150, 3.1182)  -0.15
S (2.7757, 1.1356, 3.1991)  0.46
C (1.5330, 0.0269, 2.6636)  -0.19
N (1.9754, -1.1704, 2.4492)  -0.24
N (3.3037, -1.2772, 2.7233)  -0.24
C (3.8580, -2.5996, 2.5520)  0.12
C (4.8624, -3.0889, 3.3751)  -0.21
C (5.3520, -4.3716, 3.1606)  -0.20
C (4.8408, -5.1660, 2.1438)  -0.22
C (3.8101, -4.6799, 1.3513)  -0.21
C (3.3122, -3.4035, 1.5582)  -0.17
S (-0.1166, 0.4890, 2.4834)  -0.17
H (5.2508, -2.4939, 4.1834)  0.24
H (6.1388, -4.7518, 3.8026)  0.22
H (5.2339, -6.1631, 1.9799)  0.21
H (3.3897, -5.2980, 0.5656)  0.21
H (2.4939, -3.0196, 0.9637)  0.23
O (-2.2267, 2.2727, 1.2418)  -0.96
S (-3.1869, 1.2220, 1.8373)  1.24
C (-3.9186, 2.1093, 3.2501)  -0.58
C (-5.3931, 2.3431, 2.9214)  -0.41
C (-5.4414, 2.5725, 1.4129)  -0.42
C (-4.6789, 1.3935, 0.8190)  -0.59
H (-3.3440, 3.0348, 3.2992)  0.26
H (-3.7462, 1.5198, 4.1495)  0.25
H (-5.7915, 3.1867, 3.4849)  0.24
H (-5.9782, 1.4582, 3.1819)  0.21
H (-4.9173, 3.4970, 1.1588)  0.23
H (-6.4566, 2.6362, 1.0257)  0.24
H (-4.3387, 1.5469, -0.2049)  0.27
H (-5.2332, 0.4543, 0.8979)  0.24

Values from the calculation:
- HOMO-LUMO gap (alpha / beta): 5.07 / 5.07 eV
- Charge: 0
- M: 944.663 g mol⁻¹
- E_tot: -6097.51067 Eh
- LUMO (alpha / beta): -2.57 / -2.58 eV
- Energy relative to the best compared isomer or geometry (same formula, charge and spin): 16.8 kJ/mol

Entry 3:
Formula: C2H6N4O2
Source: the OMol25 dataset
Level of theory: the ωB97M-V functional and the def2-TZVPD basis

Last column: natural (NBO) charge in e.
CARTESIAN COORDINATES (ANGSTROEM)
H (-1.0732, 0.9513, -1.1692)  0.31
N (-1.2098, 1.3903, -0.3054)  -0.23
N (-1.5054, 0.6561, 0.6368)  -0.15
C (-1.7159, -0.6614, 0.7203)  0.48
O (-2.6461, -1.3640, 0.9623)  -0.51
H (-0.6632, -1.0886, 0.8619)  0.10
N (-0.4028, -3.0936, -1.8678)  -0.74
C (-0.0169, -2.0234, -1.5667)  0.86
O (0.2781, -0.9242, -1.3716)  -0.55
H (-0.0538, -4.0341, -1.8517)  0.44
N (2.4829, 2.4405, 1.3116)  -1.05
H (1.7449, 1.7969, 1.3721)  0.35
H (2.6459, 2.7061, 0.4293)  0.35
H (2.1354, 3.2481, 1.8381)  0.35

Values from the calculation:
- HOMO-LUMO gap: 9.37 eV
- Charge: 0
- M: 118.096 g mol⁻¹
- SMILES string: [H]/N=N\C=O.N=C=O.N
- E_tot: -449.21194 Eh
- LUMO: -0.25 eV
- Energy relative to the best compared isomer or geometry (same formula, charge and spin): 286.8 kJ/mol

Entry 4:
Formula: C13H33N3O6Sr
Source: the OMol25 dataset
Level of theory: the ωB97M-V functional and the def2-TZVPD basis

Last column: Löwdin charge in e.
CARTESIAN COORDINATES (ANGSTROEM)
Sr (-0.0784, 0.0013, 0.3550)  1.88
C (-0.7540, -0.3074, 2.5343)  -1.02
O (-0.5022, 0.7266, 1.9080)  -0.37
O (-0.9221, -0.3285, 3.7409)  0.05
O (-0.7255, -1.3353, 1.8526)  -0.16
C (1.7709, 3.3655, 1.5478)  -0.06
C (1.5961, 2.0655, 0.8386)  -0.32
C (2.0191, 0.8026, 1.6844)  -0.12
O (1.6709, -0.3526, 0.9244)  -0.46
C (2.1634, -1.5312, 1.6720)  -0.01
N (0.1027, 2.0017, 0.5988)  -0.18
H (1.5593, 4.2101, 0.8921)  0.09
H (2.7757, 3.4276, 1.9657)  0.08
H (1.1809, 3.4168, 2.4629)  0.10
H (2.0591, 2.1700, -0.1426)  0.11
H (1.4979, 0.9368, 2.6323)  0.15
H (3.0878, 0.9643, 1.8254)  0.14
H (3.2424, -1.5520, 1.8247)  0.10
H (2.1698, -2.4712, 1.1202)  0.09
H (1.6089, -1.7782, 2.5773)  0.12
H (-0.0874, 2.9860, 0.4757)  0.09
H (-0.5084, 1.8257, 1.3834)  -0.02
C (-1.6291, 1.6806, -2.9553)  -0.04
C (-1.2214, 1.2856, -1.5521)  -0.40
C (-2.3093, 0.5580, -0.8239)  -0.10
O (-1.9669, 0.0554, 0.5123)  -0.53
C (-3.0302, -0.3761, 1.2662)  -0.07
N (0.0366, 0.5912, -1.6109)  -0.20
H (-1.3755, 1.0776, -3.8272)  0.08
H (-1.1462, 2.6471, -3.0992)  0.09
H (-2.6965, 1.7941, -3.1447)  0.08
H (-1.0869, 2.2517, -1.0657)  0.13
H (-2.6675, -0.3162, -1.3676)  0.13
H (-3.1563, 1.2416, -0.7658)  0.15
H (-3.3802, -1.3827, 1.0371)  0.11
H (-3.8555, 0.3240, 1.3951)  0.12
H (-2.7429, -0.5047, 2.3098)  0.11
H (-0.1842, -0.1362, -2.2759)  0.10
H (0.6773, 1.0530, -2.2404)  0.09
C (-0.7111, -3.7959, -0.3422)  -0.02
C (-0.1349, -2.3617, -0.3121)  -0.35
C (0.9565, -1.9282, -1.3537)  -0.05
O (1.2785, -0.5655, -0.9030)  -0.56
C (2.2216, 0.1934, -1.8014)  -0.02
N (-1.2718, -1.4136, -0.4386)  -0.21
H (-1.3248, -4.0606, -1.2032)  0.08
H (-1.2487, -4.1088, 0.5529)  0.09
H (0.1700, -4.4362, -0.3839)  0.07
H (0.2808, -2.2115, 0.6843)  0.08
H (0.6491, -1.8001, -2.3916)  0.13
H (1.8395, -2.5602, -1.2585)  0.13
H (1.9728, 0.2338, -2.8619)  0.11
H (3.2568, -0.1473, -1.7828)  0.10
H (2.3904, 1.1804, -1.3708)  0.08
H (-1.5046, -1.4902, -1.4184)  0.11
H (-2.0119, -1.8159, 0.1186)  0.10

Values from the calculation:
- HOMO-LUMO gap: 6.52 eV
- Charge: 0
- M: 415.042 g mol⁻¹
- E_tot: -1160.44743 Eh
- LUMO: -0.07 eV
- Energy relative to the best compared isomer or geometry (same formula, charge and spin): 2697.0 kJ/mol